2 unconnected molecules or ions with the total composition C2HClNO2 at a distorted geometry. Source: OMol25; level of theory: the ωB97M-V functional and the def2-TZVPD basis.

Each line ends with the natural charge from an NBO analysis.
Cartesian coordinates (Å):
O  1.438  0.224  1.117  -0.652
C  0.774  -0.334  -1.493  0.303
H  -1.042  0.457  -1.102  0.431
C  0.227  0.211  1.115  0.892
Cl  -0.422  -1.675  0.577  -0.508
N  -0.267  0.159  -1.583  -0.768
O  -0.708  0.958  1.370  -0.698

As for the net charge: -1. For the HOMO energy, the calculation gives -0.1941 Ha. The frontier orbital gap comes out at 9.429 eV. As for the energy above the lowest of the compared OMol25 structures with the same formula, charge and spin: 1.5393 eV.



2 unconnected molecules or ions with the total composition C2HClO2 at a distorted geometry. Source: OMol25; level of theory: the ωB97M-V functional and the def2-TZVPD basis.

Each line ends with the natural charge from an NBO analysis.
Cartesian coordinates (Å):
H  0.447  0.408  -0.408  0.139
Cl  -0.152  0.404  1.937  0.089
C  -0.367  0.645  0.310  -0.239
O  -3.736  0.396  0.237  -0.503
C  -2.970  -0.379  -0.116  1.041
O  -2.179  -1.172  -0.358  -0.527

For the HOMO energy (alpha / beta), the calculation gives -0.3274 / -0.3275 Ha. The frontier orbital gap (alpha / beta) comes out at 8.115 / 8.137 eV. As for the energy above the lowest of the compared OMol25 structures with the same formula, charge and spin: 2.3983 eV.



2 unconnected molecules or ions with the total composition C2HClO2 at a distorted geometry. Source: OMol25; level of theory: the ωB97M-V functional and the def2-TZVPD basis.

Each line ends with the natural charge from an NBO analysis.
Cartesian coordinates (Å):
Cl  -0.615  -1.560  -2.262  0.059
H  0.019  -0.058  1.970  0.105
O  -0.711  0.573  -0.853  -0.466
C  0.651  0.639  1.506  0.348
C  -1.119  -0.086  -1.736  0.408
O  1.776  0.492  1.374  -0.454

For the HOMO energy (alpha / beta), the calculation gives -0.3406 / -0.2928 Ha. The frontier orbital gap (alpha / beta) comes out at 9.804 / 6.793 eV. As for the energy above the lowest of the compared OMol25 structures with the same formula, charge and spin: 3.5445 eV.



Q: Which value of energy above the lowest of the compared OMol25 structures with the same formula, charge and spin does entry 3 give?
A: 3.5445 eV



Q: The highest energy above the lowest of the compared OMol25 structures with the same formula, charge and spin belongs to which entry?
A: number 3



Q: Which of these has the lowest energy above the lowest of the compared OMol25 structures with the same formula, charge and spin?
A: C2HClNO2



Q: energy above the lowest of the compared OMol25 structures with the same formula, charge and spin of number 1 (C2HClNO2)?
A: 1.5393 eV